Here is a structure of composition C33H42N9O6PbSSe2 from the OMol25 dataset. Energies are from wB97M-V/def2-TZVPD.

The total charge is +1. The calculation puts the gap between HOMO and LUMO at 7.9 eV.

XYZ file:
```
94
Properties=species:S:1:pos:R:3:mulliken_charge:R:1
C -1.758 -5.317 -1.893 0.252
H -1.808 -3.494 -5.295 0.393
Se -2.292 0.189 2.506 0.261
C -0.537 1.973 -4.460 -1.424
N 5.339 1.323 -1.076 -0.580
C 2.214 2.760 -3.656 0.245
C -1.751 6.051 2.089 -0.552
H -0.455 0.332 5.780 0.526
H -0.286 -0.977 3.475 0.533
C -0.211 -2.486 -0.453 0.492
H 1.920 2.072 -5.662 0.552
H 3.033 -4.591 1.316 0.453
C -1.795 -4.007 -4.342 -0.769
N -0.112 -3.722 -1.066 0.602
C 1.068 3.777 -3.688 -1.523
H 1.704 1.411 -2.165 -0.539
C 1.113 -3.842 0.772 -0.366
C 1.203 -5.821 -0.759 -1.103
C -1.515 0.237 5.552 -1.294
H -2.100 -3.733 5.170 0.401
H 1.115 4.277 -4.656 0.560
N -0.198 2.868 1.023 0.044
H 1.211 -0.625 -3.218 0.223
H 0.714 -1.794 1.449 0.839
H -1.352 -2.176 6.805 0.437
H -3.561 -1.533 6.173 0.451
H 2.130 6.517 2.114 0.490
O 1.604 4.049 -0.258 -0.831
O -2.432 3.194 1.342 -0.693
H 3.141 3.273 -3.907 0.359
C -0.958 -3.557 -3.332 -0.327
C -2.579 -5.773 -2.913 -0.736
H -3.208 -6.638 -2.747 0.392
O 2.172 3.089 1.927 -0.640
H 0.942 -6.619 -0.066 0.361
H -0.160 3.485 -1.514 -0.064
C 2.047 -4.441 1.761 -2.011
H 1.681 -5.410 2.108 0.464
H -2.823 5.905 2.061 0.531
H 2.287 -5.775 -0.859 0.350
C 0.590 0.932 -4.426 0.123
C 3.642 -0.339 -0.083 -0.206
H 2.156 -3.781 2.617 0.386
H -3.896 -0.534 4.761 0.406
H -3.859 -2.433 3.525 0.374
H 0.619 8.404 2.704 0.414
H 0.033 -1.974 5.726 0.440
C -0.903 5.002 1.792 0.188
C 4.601 0.593 -0.569 -0.095
H 3.341 1.837 -2.127 0.356
C -1.278 3.617 1.383 0.150
H -1.538 -2.163 3.072 0.723
N 2.396 2.197 -2.269 0.797
C 0.468 5.189 1.785 0.336
H -1.493 1.493 -4.229 0.387
C -1.182 7.278 2.409 -0.576
C -0.942 -4.214 -2.111 -0.150
H 0.775 -6.049 -1.729 0.441
H 2.240 2.907 -1.544 0.268
C 3.934 -1.718 0.124 0.076
C -0.348 3.194 -3.544 -0.002
N 0.679 -4.549 -0.286 0.233
Se -1.948 1.685 4.272 -0.091
H -1.823 8.120 2.635 0.416
H -1.029 3.965 -3.908 0.424
O -1.163 -3.510 5.211 -0.528
H -0.597 2.346 -5.486 0.496
O -0.894 -1.539 -0.936 -0.845
H 2.759 0.903 -4.647 0.423
C -1.352 -1.194 3.530 -1.696
H 1.243 4.535 -2.920 0.484
C -1.824 -1.139 4.976 1.836
C 1.054 6.394 2.111 -0.760
O -3.784 -2.591 4.471 -0.579
C -3.334 -1.402 5.114 -1.069
C 2.337 0.068 0.056 1.202
H -2.088 0.434 6.458 0.517
S 1.190 3.724 1.108 0.948
N 4.113 -2.849 0.264 -0.482
Pb -0.967 0.860 -0.127 1.331
H -0.322 -2.694 -3.478 0.455
N -0.696 2.883 -2.139 -0.195
C -1.033 -2.209 5.757 -1.250
H 0.413 0.240 -5.254 0.378
C 0.567 -2.583 0.729 -0.366
N 1.212 0.352 -0.002 -0.472
H -0.303 -0.125 -2.865 0.100
H -1.673 3.110 -1.982 0.394
C 0.200 7.443 2.438 -0.517
N 0.618 0.196 -3.145 -0.506
H -1.759 -5.803 -0.925 0.481
C -2.601 -5.119 -4.137 -0.453
H -3.244 -5.476 -4.931 0.408
C 1.941 1.633 -4.664 -1.314
```